No. 1
{
  "formula": "C4H4BrO2",
  "method": "ωB97M-V/def2-TZVPD",
  "symbols": ["C", "C", "C", "C", "O", "O", "Br", "H", "H", "H", "H"],
  "positions_angstrom": [[-0.8492, 1.8155, 0.2941], [1.0172, -0.8310, 0.4942], [0.5110, -0.5743, -0.8782], [-0.3985, -0.2432, 0.2755], [-0.9168, 1.9735, -0.8560], [-1.1404, 2.1797, 1.3904], [-1.8401, -1.4768, 0.4732], [1.1721, -1.8249, 0.8241], [1.6474, -0.0637, 0.9170], [0.6888, 0.3244, -1.4594], [0.1086, -1.2792, -1.4749]],
  "atomic_forces_ev_per_a": [[-0.917, -3.191, 2.336], [-1.047, 1.465, -0.019], [-0.463, 2.847, 0.939], [1.685, 1.037, 0.325], [0.312, 1.637, -3.291], [0.432, 0.699, 0.723], [-0.670, -0.604, 0.233], [0.104, -0.855, 0.283], [0.474, -0.195, 0.089], [0.739, 0.065, 0.149], [-0.650, -2.904, -1.767]],
  "lowdin_charge": [-0.636, -0.211, -0.276, -0.746, 0.052, 0.031, 0.549, 0.057, 0.075, 0.079, 0.024],
  "homo_lumo_gap_ev": 6.95,
  "largest_force_ev_per_a": 4.1,
  "total_charge": -1,
  "relative_energy_kcal_mol": 31.9,
  "homo_energy_ev": -3.343
}


No. 2
{
  "formula": "C4H4CdO5",
  "method": "ωB97M-V/def2-TZVPD",
  "symbols": ["O", "C", "O", "O", "C", "H", "C", "H", "H", "H", "C", "O", "O", "Cd"],
  "positions_angstrom": [[1.4913, -0.0611, 2.5954], [1.8844, 0.5803, 1.7077], [2.4592, 1.2105, 0.9163], [-0.3829, 0.5709, 0.2771], [-0.1228, -0.0632, -1.0265], [0.7454, 0.4879, -1.4265], [0.3203, -1.4950, -0.7712], [1.1694, -1.5598, -0.0667], [-0.4935, -2.1237, -0.3791], [0.6602, -1.9449, -1.7170], [-1.6002, 1.1760, 0.5691], [-2.4666, 1.2474, -0.3713], [-1.7486, 1.5984, 1.7101], [-1.9156, 0.3763, -2.0173]],
  "atomic_forces_ev_per_a": [[-0.264, 0.294, -0.735], [0.869, -0.164, 0.994], [-0.610, -0.123, -0.206], [-0.366, -0.383, -1.057], [2.160, -0.067, 1.353], [-0.510, -0.075, -0.083], [-0.172, -0.476, -0.240], [-0.376, 0.230, -0.188], [0.269, 0.218, -0.044], [-0.123, 0.131, 0.229], [0.137, 0.679, 2.456], [-1.730, 1.423, 1.661], [0.474, -0.628, -1.591], [0.240, -1.058, -2.549]],
  "lowdin_charge": [0.204, -0.434, 0.189, -0.121, -0.433, 0.074, -0.143, 0.075, 0.074, 0.071, -0.748, -0.256, 0.074, 1.374],
  "homo_lumo_gap_ev": 7.06,
  "largest_force_ev_per_a": 2.8,
  "total_charge": 0,
  "relative_energy_kcal_mol": 0.0,
  "homo_energy_ev": -9.355
}


No. 3
{
  "formula": "C4H4Cl2FeN2O3RhS",
  "method": "ωB97M-V/def2-TZVPD",
  "symbols": ["Rh", "Fe", "Cl", "Cl", "C", "C", "C", "O", "O", "O", "N", "C", "N", "S", "H", "H", "H", "H"],
  "positions_angstrom": [[-2.9259, -1.0593, -3.6128], [-0.8812, -0.3922, -0.5533], [-3.7691, -1.2229, -1.5023], [-0.7487, -0.7451, -2.7439], [0.9651, -0.9426, -0.5671], [-4.6864, -1.4857, -3.8382], [-2.8772, -0.9239, -5.4308], [2.0943, -0.7296, -0.7055], [-5.7691, -1.8407, -4.0126], [-3.2996, -1.0703, -6.5140], [1.9412, 1.3720, 1.3100], [1.0166, 0.8058, 2.1037], [1.4656, 0.2460, 3.2455], [-0.5958, 0.7652, 1.3840], [2.9321, 1.2602, 1.4007], [1.7206, 1.5625, 0.3425], [0.8083, -0.1612, 3.8949], [2.3562, 0.4942, 3.6525]],
  "atomic_forces_ev_per_a": [[6.108, 1.230, 4.378], [-1.613, 0.061, 0.460], [-0.826, -0.062, 3.117], [0.770, 0.124, -0.426], [6.847, 0.215, -0.587], [-11.727, -3.559, -2.062], [-1.879, -0.114, -12.517], [-4.289, -1.152, 0.614], [4.366, 1.538, 0.634], [2.122, 0.716, 5.216], [0.496, -0.654, -0.127], [-1.051, -0.719, -1.314], [-0.981, 1.491, -0.738], [0.395, 0.470, 2.079], [1.457, 0.118, 0.852], [-0.599, 0.952, -0.332], [-0.606, -0.718, 0.481], [1.012, 0.064, 0.272]],
  "lowdin_spin": [2.271, 3.619, 1.012, 0.300, 0.075, 0.142, 0.167, 0.016, 0.021, 0.192, 0.534, 0.042, 0.482, 0.089, 0.009, 0.010, 0.010, 0.008],
  "spin_multiplicity": 10,
  "homo_lumo_gap_ev": [6.97, 5.14],
  "largest_force_ev_per_a": 12.7,
  "total_charge": 4,
  "s_squared": 24.84,
  "relative_energy_kcal_mol": 79.9,
  "homo_energy_ev": [-22.420, -25.068]
}


No. 4
{
  "formula": "C4H4Cl2OS",
  "method": "ωB97M-V/def2-TZVPD",
  "symbols": ["O", "C", "C", "C", "S", "C", "Cl", "Cl", "H", "H", "H", "H"],
  "positions_angstrom": [[1.0269, -2.0237, -0.1411], [0.8533, -0.7046, 0.5019], [-0.2164, 0.3448, 0.0879], [-0.0965, 1.0370, -1.1729], [1.2738, 0.9211, -2.1483], [-1.3645, 0.6138, 0.7907], [-1.8279, -0.2476, 2.1224], [-2.4416, 2.0179, 0.6201], [1.5325, -1.9886, -0.9758], [0.7014, -1.1834, 1.5067], [1.7863, -0.1938, 0.5778], [-1.2273, 1.4070, -1.7694]],
  "atomic_forces_ev_per_a": [[-0.308, 1.482, -0.888], [-0.525, -2.249, 1.418], [-1.403, -0.258, 0.033], [-0.965, -0.044, -4.003], [-1.925, 0.448, 1.393], [1.015, 0.868, -0.591], [-0.329, -1.145, 1.401], [0.930, -0.828, -0.607], [-0.396, 0.488, 0.479], [-0.504, 1.526, -0.517], [0.749, 0.455, -0.348], [3.660, -0.743, 2.231]],
  "lowdin_charge": [-0.094, -0.221, -0.397, -0.621, 0.638, -1.083, 0.736, 0.612, 0.074, 0.115, 0.094, 0.147],
  "homo_lumo_gap_ev": 7.62,
  "largest_force_ev_per_a": 4.4,
  "smiles": "OCC(C=S)=C(Cl)Cl",
  "total_charge": 0,
  "relative_energy_kcal_mol": 63.5,
  "homo_energy_ev": -9.015
}


No. 5
{
  "formula": "C4H4Cl3NO",
  "method": "ωB97M-V/def2-TZVPD",
  "symbols": ["C", "C", "C", "C", "N", "O", "Cl", "Cl", "Cl", "H", "H", "H", "H"],
  "positions_angstrom": [[0.2055, 1.6046, 0.0531], [1.4421, -0.4824, 0.7158], [0.8291, 0.4173, -0.2860], [-1.7713, -0.5249, -0.0283], [-0.3649, 2.5755, 0.3105], [0.9817, 0.0482, -1.5654], [-2.7467, 0.8398, 0.4311], [-1.6101, -1.7025, 1.2213], [-2.1698, -1.1769, -1.5812], [0.6630, -1.1082, 1.1780], [1.9353, 0.0684, 1.5150], [2.1424, -1.1490, 0.2125], [0.4636, 0.5902, -2.1765]],
  "atomic_forces_ev_per_a": [[0.045, 0.383, -0.172], [0.000, -0.224, 0.069], [-0.731, -1.067, 0.131], [-0.351, 0.553, 0.217], [-0.004, 0.550, 0.146], [0.235, 0.012, -0.364], [0.170, -0.524, -0.176], [-0.098, -0.100, -0.048], [0.273, 0.089, 0.066], [0.332, 0.152, -0.066], [0.061, 0.031, -0.057], [0.069, 0.092, 0.071], [-0.002, 0.055, 0.182]],
  "lowdin_charge": [-0.255, -0.031, -0.381, -1.595, 0.152, 0.062, 0.572, 0.587, 0.558, 0.012, 0.096, 0.097, 0.125],
  "homo_lumo_gap_ev": [6.97, 8.33],
  "largest_force_ev_per_a": 1.3,
  "total_charge": 0,
  "homo_energy_ev": [-8.076, -8.806]
}


No. 6
{
  "formula": "C4H4Cl4",
  "method": "ωB97M-V/def2-TZVPD",
  "symbols": ["C", "C", "C", "C", "Cl", "Cl", "Cl", "Cl", "H", "H", "H", "H"],
  "positions_angstrom": [[0.5417, -0.2713, 0.0848], [1.8094, -0.0701, 0.2088], [-0.3564, -1.4201, -0.1208], [-1.1694, 1.5725, -0.2684], [2.5923, 1.4632, 0.2195], [2.9618, -1.4116, 0.5962], [-2.5296, 0.6140, 0.1731], [-0.8636, 2.9179, 0.7501], [-1.1106, -1.2074, -0.9548], [-1.1191, -1.4983, 0.7990], [0.2486, -2.3567, -0.2299], [-1.0050, 1.6678, -1.2575]],
  "atomic_forces_ev_per_a": [[-2.220, 0.740, -1.044], [1.363, -0.277, 0.737], [-1.972, -0.156, 1.455], [0.695, -1.778, 4.014], [-0.080, 0.059, -0.026], [-0.758, 0.632, -0.404], [-0.266, 0.609, -0.215], [0.059, -0.202, -0.366], [1.512, -0.628, 0.718], [1.971, -0.166, -1.738], [-0.784, 0.662, -0.049], [0.481, 0.506, -3.082]],
  "lowdin_charge": [-0.238, -1.128, -0.182, -1.006, 0.605, 0.539, 0.611, 0.583, 0.063, 0.094, 0.079, -0.020],
  "homo_lumo_gap_ev": [8.40, 7.95],
  "largest_force_ev_per_a": 4.4,
  "total_charge": 0,
  "relative_energy_kcal_mol": 88.1,
  "homo_energy_ev": [-9.137, -8.884]
}


No. 7
{
  "formula": "C4H4ClN",
  "method": "ωB97M-V/def2-TZVPD",
  "symbols": ["Cl", "C", "C", "C", "C", "N", "H", "H", "H", "H"],
  "positions_angstrom": [[-0.1570, -0.4165, -1.9179], [-0.1033, -0.0965, -0.2400], [-0.9494, -0.4673, 0.7706], [-0.4114, 0.0654, 1.9705], [0.7461, 0.7362, 1.6484], [0.9318, 0.6325, 0.2935], [-1.8567, -1.0453, 0.6810], [-0.8500, -0.0370, 2.9668], [1.4578, 1.2832, 2.2527], [1.7039, 1.0245, -0.2475]],
  "atomic_forces_ev_per_a": [[-0.014, -0.009, -0.085], [0.233, 0.135, 0.395], [-0.073, -0.015, -0.139], [0.159, 0.189, 0.438], [-0.057, -0.007, 0.139], [0.101, 0.003, -0.475], [0.125, 0.049, -0.127], [0.303, 0.084, -0.502], [-0.190, -0.131, -0.052], [-0.586, -0.297, 0.406]],
  "lowdin_charge": [0.671, -0.771, -0.117, -0.108, -0.138, 0.002, 0.100, 0.100, 0.107, 0.154],
  "homo_lumo_gap_ev": 9.23,
  "largest_force_ev_per_a": 0.8,
  "smiles": "Clc1ccc[nH]1",
  "total_charge": 0,
  "relative_energy_kcal_mol": 0.0,
  "homo_energy_ev": -8.293
}


No. 8
{
  "formula": "C4H4ClN3",
  "method": "ωB97M-V/def2-TZVPD",
  "symbols": ["C", "C", "Cl", "C", "N", "C", "N", "N", "H", "H", "H", "H"],
  "positions_angstrom": [[-1.7958, 1.4684, 0.1441], [-1.5386, 0.0536, 0.0559], [-2.7338, -1.2141, -0.2688], [-0.0278, -0.3448, -0.0146], [0.8171, 0.7209, -0.4513], [2.0037, -0.0025, -0.3821], [1.7303, -1.3019, 0.0490], [0.4324, -1.5456, 0.1106], [-2.9067, 1.4661, 0.1015], [-1.2934, 2.3289, 0.4593], [2.9882, 0.3977, -0.3994], [2.3243, -2.0266, 0.5957]],
  "atomic_forces_ev_per_a": [[-3.547, -7.190, -0.311], [2.752, 3.910, -0.368], [0.845, 1.265, 0.373], [-4.307, 2.938, -2.095], [2.528, -4.736, 1.400], [-3.181, -0.084, 1.745], [3.672, -0.778, 0.022], [-0.400, 0.880, 1.489], [0.638, 1.146, 0.024], [1.355, 0.575, 0.068], [0.534, 0.112, -0.365], [-0.889, 1.961, -1.982]],
  "lowdin_charge": [0.022, -0.618, 0.603, -0.419, 0.122, -0.110, -0.045, 0.070, 0.044, 0.035, 0.098, 0.198],
  "homo_lumo_gap_ev": 9.65,
  "largest_force_ev_per_a": 8.0,
  "smiles": "C=C(Cl)c1nc[nH]n1",
  "total_charge": 0,
  "relative_energy_kcal_mol": 74.9,
  "homo_energy_ev": -8.985
}


Please write out number 2 again, unchanged.
{
  "formula": "C4H4CdO5",
  "method": "ωB97M-V/def2-TZVPD",
  "symbols": ["O", "C", "O", "O", "C", "H", "C", "H", "H", "H", "C", "O", "O", "Cd"],
  "positions_angstrom": [[1.4913, -0.0611, 2.5954], [1.8844, 0.5803, 1.7077], [2.4592, 1.2105, 0.9163], [-0.3829, 0.5709, 0.2771], [-0.1228, -0.0632, -1.0265], [0.7454, 0.4879, -1.4265], [0.3203, -1.4950, -0.7712], [1.1694, -1.5598, -0.0667], [-0.4935, -2.1237, -0.3791], [0.6602, -1.9449, -1.7170], [-1.6002, 1.1760, 0.5691], [-2.4666, 1.2474, -0.3713], [-1.7486, 1.5984, 1.7101], [-1.9156, 0.3763, -2.0173]],
  "atomic_forces_ev_per_a": [[-0.264, 0.294, -0.735], [0.869, -0.164, 0.994], [-0.610, -0.123, -0.206], [-0.366, -0.383, -1.057], [2.160, -0.067, 1.353], [-0.510, -0.075, -0.083], [-0.172, -0.476, -0.240], [-0.376, 0.230, -0.188], [0.269, 0.218, -0.044], [-0.123, 0.131, 0.229], [0.137, 0.679, 2.456], [-1.730, 1.423, 1.661], [0.474, -0.628, -1.591], [0.240, -1.058, -2.549]],
  "lowdin_charge": [0.204, -0.434, 0.189, -0.121, -0.433, 0.074, -0.143, 0.075, 0.074, 0.071, -0.748, -0.256, 0.074, 1.374],
  "homo_lumo_gap_ev": 7.06,
  "largest_force_ev_per_a": 2.8,
  "total_charge": 0,
  "relative_energy_kcal_mol": 0.0,
  "homo_energy_ev": -9.355
}